--- w ---
ORCA calculation (ωB97M-V/def2-TZVPD) on a cluster of 2 separate species, C9H16N2O2 in total.

SMILES   O=c1cc[nH]c(=O)[nH]1.CC(C)(C)C
Orbital gap   10.1013 eV
Highest occupied orbital energy   -9.62 eV

Bonds (Å) are listed after each position.
Geometry (Å):
1 O 0.247 -1.835 -0.989  C2 1.228
2 C 1.163 -1.177 -0.501  O1 1.228, C3 1.461, N8 1.398
3 C 2.236 -1.639 0.375  C2 1.461, C4 1.351, H9 1.065
4 C 3.084 -0.699 0.846  C3 1.351, N5 1.379, H10 1.073
5 N 3.058 0.637 0.505  C4 1.379, C6 1.407, H11 0.981
6 C 1.990 1.190 -0.226  N5 1.407, O7 1.201, N8 1.379
7 O 1.893 2.363 -0.464  C6 1.201
8 N 1.162 0.203 -0.719  C2 1.398, C6 1.379, H12 1.052
9 H 2.183 -2.674 0.625  C3 1.065
10 H 3.879 -0.942 1.524  C4 1.073
11 H 3.759 1.242 0.828  N5 0.981
12 H 0.303 0.553 -1.216  N8 1.052
13 C -1.916 1.380 -0.381  C14 1.542, H18 1.135, H19 1.093, H20 1.098
14 C -2.540 0.096 0.203  C13 1.542, C15 1.558, C16 1.532, C17 1.550
15 C -3.632 0.544 1.221  C14 1.558, H21 1.108, H22 1.139, H23 1.184
16 C -1.406 -0.687 0.872  C14 1.532, H24 1.091, H25 1.045, H26 1.180
17 C -3.285 -0.700 -0.899  C14 1.550, H27 1.040, H28 1.131, H29 1.106
18 H -2.709 2.131 -0.691  C13 1.135
19 H -1.274 1.870 0.356  C13 1.093
20 H -1.316 1.205 -1.283  C13 1.098
21 H -4.168 -0.393 1.474  C15 1.108
22 H -3.327 0.935 2.245  C15 1.139
23 H -4.304 1.245 0.543  C15 1.184
24 H -1.739 -1.690 1.145  C16 1.091
25 H -1.101 -0.167 1.725  C16 1.045
26 H -0.464 -0.603 0.166  C16 1.180
27 H -2.647 -1.181 -1.565  C17 1.040
28 H -3.938 -1.474 -0.396  C17 1.131
29 H -3.970 0.005 -1.406  C17 1.106

---

--- x ---
ORCA calculation (ωB97M-V/def2-TZVPD) on an isolated molecule of C9H16N2O2.

Orbital gap   7.6906 eV
Highest occupied orbital energy   -6.95 eV

Bonds (Å) are listed after each position.
Geometry (Å):
1 C -0.813 -0.794 -0.976  C3 1.388, N11 1.309, H14 1.079
2 C 2.164 0.718 -0.028  N10 1.274, O13 1.160
3 C 0.486 -0.536 -0.560  C1 1.388, O12 1.403
4 C 2.474 -1.613 -0.124  N10 1.564, O12 1.332, H15 1.144, H16 1.099
5 C -1.333 2.111 0.213  C8 1.569, H17 1.028, H18 1.092, H19 1.083
6 C -2.849 -0.645 1.109  C9 1.441, H20 1.064, H21 1.008, H22 1.162
7 C 4.315 -0.270 0.657  N10 1.414, H23 1.079, H24 1.054, H25 1.032
8 C -1.723 1.408 -1.134  C5 1.569, N11 1.405, H26 1.143, H27 1.095
9 C -3.072 -0.503 -0.308  C6 1.441, N11 1.534, H28 1.104, H29 1.072
10 N 3.075 -0.173 -0.015  C2 1.274, C4 1.564, C7 1.414
11 N -1.841 0.010 -1.066  C1 1.309, C8 1.405, C9 1.534
12 O 1.337 -1.620 -0.818  C3 1.403, C4 1.332
13 O 2.020 1.853 0.162  C2 1.160
14 H -0.884 -1.820 -1.301  C1 1.079
15 H 3.214 -2.260 -0.710  C4 1.144
16 H 2.340 -2.020 0.887  C4 1.099
17 H -0.550 1.639 0.683  C5 1.028
18 H -0.921 3.104 0.023  C5 1.092
19 H -2.245 2.066 0.795  C5 1.083
20 H -2.290 0.144 1.552  C6 1.064
21 H -3.709 -0.861 1.589  C6 1.008
22 H -2.270 -1.608 1.400  C6 1.162
23 H 4.775 0.700 0.549  C7 1.079
24 H 4.246 -0.535 1.674  C7 1.054
25 H 4.841 -1.047 0.227  C7 1.032
26 H -0.982 1.881 -1.865  C8 1.143
27 H -2.694 1.798 -1.458  C8 1.095
28 H -3.801 0.321 -0.403  C9 1.104
29 H -3.313 -1.447 -0.755  C9 1.072

---

--- y ---
ORCA calculation (ωB97M-V/def2-TZVPD) on a cluster of 2 separate species, C9H16N2O2 in total.

SMILES   O=c1cc[nH]c(=O)[nH]1.CCCCC
Orbital gap   10.0971 eV
Highest occupied orbital energy   -9.80 eV

Bonds (Å) are listed after each position.
Geometry (Å):
1 O -0.690 2.377 4.565  C2 1.236
2 C -0.125 2.374 3.465  O1 1.236, C3 1.468, N8 1.348
3 C 1.245 2.900 3.445  C2 1.468, C4 1.310, H9 1.147
4 C 1.878 3.037 2.306  C3 1.310, N5 1.447, H10 1.135
5 N 1.245 2.716 1.045  C4 1.447, C6 1.365, H11 1.111
6 C 0.087 1.997 1.108  N5 1.365, O7 1.268, N8 1.417
7 O -0.310 1.349 0.093  C6 1.268
8 N -0.663 1.936 2.310  C2 1.348, C6 1.417, H12 1.205
9 H 1.719 3.010 4.484  C3 1.147
10 H 2.987 3.280 2.293  C4 1.135
11 H 1.768 2.401 0.118  N5 1.111
12 H -1.831 1.892 2.016  N8 1.205
13 C 1.655 -1.868 -0.258  C14 1.533, H18 1.124, H19 1.196, H20 1.240
14 C 0.440 -1.035 -0.685  C13 1.533, C15 1.513, H21 1.205, H22 1.147
15 C -0.329 -1.796 -1.743  C14 1.513, C16 1.512, H23 1.163, H24 1.152
16 C -1.625 -1.148 -2.177  C15 1.512, C17 1.579, H25 1.102, H26 1.164
17 C -2.495 -2.293 -2.829  C16 1.579, H27 1.207, H28 1.056, H29 1.153
18 H 1.376 -2.514 0.619  C13 1.124
19 H 2.029 -2.492 -1.207  C13 1.196
20 H 2.710 -1.277 0.018  C13 1.240
21 H 0.740 -0.023 -1.266  C14 1.205
22 H -0.309 -0.995 0.183  C14 1.147
23 H 0.284 -1.819 -2.731  C15 1.163
24 H -0.628 -2.905 -1.664  C15 1.152
25 H -1.291 -0.466 -2.976  C16 1.102
26 H -2.018 -0.707 -1.175  C16 1.164
27 H -2.525 -3.410 -2.371  C17 1.207
28 H -3.412 -1.933 -3.208  C17 1.056
29 H -1.912 -2.589 -3.778  C17 1.153

---

--- z ---
ORCA calculation (ωB97M-V/def2-TZVPD) on a cluster of 2 separate species, C9H16N2O2 in total.

SMILES   O=c1cc[nH]c(=O)[nH]1.CCCCC
Orbital gap   9.9969 eV
Highest occupied orbital energy   -9.38 eV

Bonds (Å) are listed after each position.
Geometry (Å):
1 O -0.306 -3.189 -1.505  C2 1.211
2 C 0.150 -2.070 -1.594  O1 1.211, C3 1.510, N8 1.405
3 C -0.468 -0.953 -2.399  C2 1.510, C4 1.373, H9 1.097
4 C 0.122 0.286 -2.415  C3 1.373, N5 1.342, H10 1.134
5 N 1.232 0.543 -1.704  C4 1.342, C6 1.414, H11 1.009
6 C 1.868 -0.361 -0.823  N5 1.414, O7 1.205, N8 1.407
7 O 2.818 0.014 -0.184  C6 1.205
8 N 1.309 -1.649 -0.920  C2 1.405, C6 1.407, H12 0.990
9 H -1.419 -1.261 -2.851  C3 1.097
10 H -0.364 1.159 -2.951  C4 1.134
11 H 1.443 1.515 -1.536  N5 1.009
12 H 1.752 -2.283 -0.301  N8 0.990
13 C -0.784 2.602 -0.148  C14 1.485, H18 1.097, H19 1.151, H20 1.129
14 C -0.063 1.867 0.922  C13 1.485, C15 1.540, H21 1.104, H22 1.137
15 C -0.699 0.471 1.060  C14 1.540, C16 1.558, H23 1.101, H24 1.087
16 C 0.096 -0.492 1.991  C15 1.558, C17 1.536, H25 1.095, H26 1.089
17 C -0.645 -1.838 1.973  C16 1.536, H27 1.125, H28 1.093, H29 1.118
18 H -0.649 2.072 -1.098  C13 1.097
19 H -1.916 2.477 0.024  C13 1.151
20 H -0.410 3.658 -0.285  C13 1.129
21 H -0.272 2.411 1.859  C14 1.104
22 H 1.069 1.936 0.836  C14 1.137
23 H -1.702 0.492 1.513  C15 1.101
24 H -0.803 -0.076 0.128  C15 1.087
25 H 0.176 -0.086 3.005  C16 1.095
26 H 1.129 -0.640 1.679  C16 1.089
27 H -0.675 -2.221 0.916  C17 1.125
28 H -0.276 -2.696 2.542  C17 1.093
29 H -1.713 -1.688 2.266  C17 1.118

---

So which one wins? Going from most stable to least: z, w, y, x.

---

--- w ---
ORCA calculation (ωB97M-V/def2-TZVPD) on an isolated molecule of C4H5ClO2S.

SMILES   OC(=S)[C@]1(O)C[C@@H]1Cl
Orbital gap   9.4560 eV
Highest occupied orbital energy   -9.33 eV

Bonds (Å) are listed after each position.
Geometry (Å):
1 O -0.520 2.049 0.060  C2 1.323, H9 0.990
2 C -1.132 0.898 -0.162  O1 1.323, S3 1.636, C4 1.503
3 S -2.761 0.833 -0.302  C2 1.636
4 C -0.309 -0.361 -0.168  C2 1.503, O5 1.380, C6 1.527, C7 1.500
5 O -0.960 -1.505 -0.584  C4 1.380, H10 0.964
6 C 0.693 -0.533 0.972  C4 1.527, C7 1.486, H11 1.104, H12 1.088
7 C 1.166 -0.431 -0.433  C4 1.500, C6 1.486, Cl8 1.771, H13 1.100
8 Cl 2.155 0.936 -0.971  C7 1.771
9 H 0.459 1.966 -0.058  O1 0.990
10 H -1.902 -1.318 -0.502  O5 0.964
11 H 0.882 0.339 1.621  C6 1.104
12 H 0.742 -1.510 1.449  C6 1.088
13 H 1.487 -1.363 -0.921  C7 1.100

---

--- x ---
ORCA calculation (ωB97M-V/def2-TZVPD) on an isolated molecule of C4H5ClO2S.

SMILES   O=C(O)[C@@H](S)/C=C\Cl
Orbital gap   9.6949 eV
Highest occupied orbital energy   -9.61 eV

Bonds (Å) are listed after each position.
Geometry (Å):
1 O -1.058 2.027 -0.916  C2 1.228
2 C -0.292 1.254 -0.348  O1 1.228, O3 1.353, C4 1.512
3 O 0.924 1.625 0.116  C2 1.353, H9 0.949
4 C -0.733 -0.095 0.174  C2 1.512, S5 1.907, C6 1.397, H10 1.051
5 S -2.053 -0.895 -0.946  C4 1.907, H11 1.328
6 C 0.349 -0.873 0.594  C4 1.397, C7 1.288, H12 1.084
7 C 1.489 -1.134 0.053  C6 1.288, Cl8 1.853, H13 1.168
8 Cl 1.728 -0.225 -1.544  C7 1.853
9 H 1.227 0.900 0.647  O3 0.949
10 H -1.363 0.236 0.946  C4 1.051
11 H -2.936 0.097 -0.943  S5 1.328
12 H 0.320 -1.249 1.610  C6 1.084
13 H 2.398 -1.667 0.556  C7 1.168

---

So which one wins? Going from most stable to least: w, x.